ORCA calculation (ωB97M-V with the def2-TZVPD basis set) on a molecular structure, C43H56BN9O5SSeSiTi at a distorted geometry.

The geometry in XYZ format:
```
118
Properties=species:S:1:pos:R:3:forces:R:3
Ti -0.740 -1.747 -0.751 0.6805 0.8357 -0.1503
C -0.173 -5.992 -1.782 -0.0174 -0.0518 -0.0063
C -0.450 -4.658 -2.070 -0.0600 -0.0767 0.0274
N -0.348 -3.921 -0.970 0.2630 -0.1158 0.2605
N 0.003 -4.752 0.035 0.0145 0.0736 -0.0159
C 0.103 -6.007 -0.428 -0.0243 -0.0495 -0.0412
B -0.035 -4.228 1.494 -0.1571 0.0962 -0.0366
N 0.894 -3.000 1.614 -0.0978 -0.0090 -0.0232
C 1.831 -2.748 2.541 0.0963 0.0451 0.0177
C 2.276 -1.455 2.367 0.0236 0.0710 0.0574
C 1.525 -0.967 1.300 0.0421 -0.0331 -0.0259
N 0.694 -1.902 0.851 0.3560 -0.1958 0.6027
N -1.473 -3.712 1.712 0.0071 0.0489 0.0510
C -2.496 -4.095 2.498 -0.0014 0.0266 -0.0105
C -3.598 -3.327 2.179 -0.0658 -0.0478 0.0080
C -3.159 -2.482 1.162 0.0955 -0.0317 -0.0730
N -1.879 -2.713 0.885 -0.2972 -0.1466 0.2207
N 0.442 -5.312 2.439 -0.0178 -0.0972 -0.1693
C 1.671 -5.894 2.383 -0.0961 0.0596 0.0199
C 1.701 -6.898 3.315 -0.0236 -0.0538 0.0861
C 0.417 -6.862 3.899 0.0256 -0.0442 0.0386
N -0.337 -5.916 3.369 0.2670 -0.0149 -0.0607
H -0.179 -6.829 -2.461 0.0064 0.0557 0.0425
H -0.711 -4.202 -3.010 0.0214 0.0201 0.0323
H 0.348 -6.827 0.229 -0.0208 0.0949 -0.0204
H 2.116 -3.496 3.264 -0.0532 0.0647 -0.0622
H 3.023 -0.938 2.944 -0.0427 -0.0002 -0.0408
H 1.539 0.009 0.846 0.0009 0.0323 0.0027
H -2.351 -4.880 3.220 0.0032 0.0389 -0.0485
H -4.580 -3.373 2.620 0.0965 0.0070 -0.0317
H -3.695 -1.714 0.630 0.0165 -0.0208 0.0010
H 2.423 -5.546 1.688 -0.0917 -0.0362 0.0563
H 2.525 -7.556 3.546 -0.0868 0.0511 -0.0202
H 0.017 -7.487 4.685 0.0267 0.0490 -0.0666
O -3.965 -2.076 -3.101 -0.3014 -0.1894 -0.0378
C -2.926 -1.682 -2.653 0.4452 -0.0753 0.1565
O -2.227 -2.277 -1.699 -1.0372 -0.1657 -0.5839
C -2.261 -0.434 -3.139 0.2066 0.0525 0.0173
C -2.853 0.304 -4.173 -0.1380 -0.1037 -0.0585
C -2.224 1.431 -4.594 -0.0501 0.1124 -0.0861
C -1.045 1.849 -3.945 0.0361 -0.0094 0.0047
C -0.378 3.042 -4.315 -0.0446 -0.0021 -0.0282
C 0.726 3.452 -3.633 0.0407 0.0597 0.0133
C 1.193 2.701 -2.532 0.0537 -0.0022 -0.0497
C 0.574 1.547 -2.154 0.0184 -0.1521 -0.0590
C -0.538 1.065 -2.880 -0.1046 -0.0404 0.1292
N -1.145 -0.117 -2.527 -0.0646 0.1742 -0.0629
H -3.777 -0.064 -4.598 0.0422 0.0356 0.0139
H -2.629 2.032 -5.401 0.0377 -0.0143 0.0127
H -0.768 3.621 -5.144 0.0020 -0.0315 0.0174
H 1.238 4.362 -3.921 -0.0083 -0.0469 0.0291
H 2.063 3.045 -1.992 -0.0012 0.0062 0.0686
H 0.911 0.984 -1.298 0.0747 -0.0251 0.0285
C -2.182 5.226 1.324 0.0298 0.0508 0.0651
C -2.497 3.828 0.808 0.0416 -0.0877 0.0004
C -1.968 3.674 -0.614 0.0894 -0.0173 -0.0043
C -3.992 3.561 0.854 -0.0941 -0.0463 -0.0229
O -1.891 2.896 1.724 -0.0035 0.0827 -0.0142
Si -0.790 1.698 1.660 -0.0272 -0.2256 0.1739
S -1.509 0.290 0.267 -0.0259 0.0998 -0.0554
O 0.697 2.226 1.214 0.0915 0.0741 -0.0830
C 1.620 3.078 1.936 -0.1045 -0.0359 0.1267
C 2.643 2.187 2.624 -0.0025 -0.1171 0.0233
C 2.293 3.961 0.901 -0.0622 0.0659 -0.0763
C 0.907 3.940 2.975 -0.0967 -0.0105 -0.0073
O -0.610 1.101 3.166 0.0393 0.1581 0.0457
C -1.518 0.755 4.227 -0.0610 -0.0720 -0.1030
C -2.035 2.024 4.896 0.0765 0.0765 -0.0766
C -2.670 -0.075 3.677 0.0321 0.0527 -0.0778
C -0.692 -0.065 5.205 0.0385 -0.0571 0.0778
H -2.772 5.974 0.788 0.0487 -0.0470 0.0220
H -1.123 5.455 1.180 -0.1162 0.0330 -0.0067
H -2.413 5.293 2.390 -0.0007 0.0143 -0.0606
H -2.373 4.477 -1.235 0.0244 -0.0421 0.0077
H -2.260 2.715 -1.043 0.0176 0.0273 0.0145
H -0.875 3.739 -0.632 -0.1075 0.0079 0.0053
H -4.534 4.297 0.255 0.0189 -0.0546 0.0206
H -4.351 3.612 1.884 0.0069 0.0201 -0.0418
H -4.202 2.564 0.460 -0.0016 0.0278 0.0359
H 3.207 1.610 1.885 -0.0226 0.0108 0.0349
H 2.131 1.497 3.300 0.0454 0.0292 -0.0354
H 3.347 2.793 3.200 -0.0345 -0.0446 -0.0383
H 2.779 3.340 0.149 0.0438 -0.0148 -0.0530
H 3.050 4.593 1.373 -0.0535 -0.0334 -0.0376
H 1.558 4.602 0.405 0.0540 -0.0447 0.0212
H 0.520 3.324 3.790 0.0243 0.0591 -0.0644
H 0.071 4.480 2.527 0.1478 -0.0537 0.0838
H 1.609 4.667 3.388 -0.0147 -0.0410 0.0080
H -2.602 2.627 4.184 0.0252 -0.0266 0.0383
H -1.201 2.624 5.271 -0.0577 -0.0435 -0.0050
H -2.681 1.765 5.738 0.0248 0.0184 -0.0454
H -3.228 0.488 2.921 0.0196 -0.0407 0.0829
H -3.354 -0.348 4.484 0.0191 -0.0137 -0.0252
H -2.292 -0.987 3.211 -0.0265 0.0527 0.0366
H 0.202 0.492 5.495 -0.0534 -0.0246 0.0062
H -0.381 -1.005 4.742 0.0087 0.0570 0.0165
H -1.274 -0.288 6.103 0.0375 -0.0201 -0.0532
C 4.253 2.079 -5.824 -0.0489 -0.0302 0.0289
C 3.536 1.117 -4.912 0.0211 -0.0177 -0.0090
C 3.990 0.867 -3.625 0.0507 0.0633 0.0239
C 3.348 -0.030 -2.777 0.0376 0.0793 0.0308
C 3.860 -0.177 -1.365 -0.0019 0.0645 -0.0901
C 2.220 -0.714 -3.244 -0.2522 0.1052 0.0285
Se 1.422 -2.054 -2.122 -0.0396 -0.2624 -0.1346
C 1.746 -0.492 -4.547 0.0522 0.0631 -0.0611
C 0.562 -1.220 -5.137 0.1629 0.0141 -0.0228
C 2.411 0.429 -5.351 -0.0524 0.0282 -0.0128
H 5.000 2.660 -5.282 -0.0290 -0.0171 -0.0081
H 3.553 2.773 -6.295 0.0172 -0.0214 0.0254
H 4.765 1.540 -6.625 -0.0019 0.0238 0.0106
H 4.865 1.398 -3.258 -0.0478 -0.0468 -0.0336
H 4.904 0.132 -1.303 -0.0354 0.0147 -0.0080
H 3.769 -1.199 -1.005 0.0146 -0.0157 0.0251
H 3.285 0.458 -0.681 -0.0013 -0.0386 -0.0380
H -0.116 -1.581 -4.372 -0.0229 -0.0257 0.0374
H 0.901 -2.092 -5.705 -0.0096 0.0159 0.0198
H 0.016 -0.569 -5.822 0.0190 -0.0108 0.0049
H 2.034 0.612 -6.356 0.0323 -0.0170 0.0763
```
Forces are in eV/Å.

Results
Multiplicity ... 1
ΔE to the lowest compared entry with this formula, charge and spin ... 0.0000 eV
Kohn-Sham gap ... 6.934 eV


ORCA calculation (ωB97M-V with the def2-TZVPD basis set) on a molecular structure, C43H57Cl2N13O2PRb at a distorted geometry.

The geometry in XYZ format:
```
119
Properties=species:S:1:pos:R:3:forces:R:3
Rb 1.804 1.234 -1.379 -0.2487 -0.1994 0.3700
Cl 5.552 1.900 -7.689 0.0656 -0.0510 -0.0541
C 4.498 2.349 -6.370 -0.0623 0.0324 0.0361
C 4.789 1.907 -5.091 -0.1222 0.0065 0.0566
C 4.001 2.250 -3.988 -0.0987 0.0192 -0.3985
N 4.406 1.889 -2.714 0.3962 0.1228 0.5054
C 4.794 0.664 -2.433 -0.1684 0.1024 -0.5133
O 4.594 -0.399 -3.067 0.1102 -0.0671 0.1101
C 5.625 0.583 -1.160 0.0793 0.0257 0.2167
C 6.342 1.706 -0.732 -0.0244 0.0147 0.0368
C 7.194 1.593 0.349 -0.0347 -0.0280 0.0483
C 7.291 0.370 1.002 0.0230 0.0111 -0.0186
C 6.514 -0.675 0.532 0.0460 -0.0047 0.0384
N 5.712 -0.586 -0.524 -0.0414 -0.0077 -0.1511
C 2.869 3.094 -4.193 0.3191 0.0871 -0.3268
C 2.591 3.511 -5.505 0.0616 0.0015 0.0804
C 3.384 3.146 -6.577 0.0177 -0.0713 0.0779
Cl 2.949 3.693 -8.179 -0.0254 0.0528 -0.0753
N 2.024 3.368 -3.147 -0.3550 0.0133 0.1501
C 1.275 4.458 -3.097 0.3962 -0.1981 -0.1371
O 1.381 5.543 -3.699 -0.1941 0.0235 -0.0767
C 0.065 4.253 -2.206 -0.1584 0.1923 -0.0823
C -1.177 4.614 -2.734 -0.0960 0.0456 0.0731
C -2.322 4.339 -2.009 0.0774 -0.0279 0.0146
C -2.195 3.730 -0.767 -0.0198 0.0957 -0.0511
C -0.919 3.430 -0.310 -0.1210 0.0882 0.2152
N 0.189 3.685 -1.006 -0.0006 -0.0142 -0.0837
H 5.655 1.280 -4.932 -0.0149 -0.0281 -0.0144
H 6.200 2.634 -1.267 -0.0096 -0.0233 -0.0310
H 7.775 2.443 0.687 -0.0078 0.0160 -0.0178
H 7.957 0.228 1.845 -0.0362 -0.0039 0.0287
H 6.536 -1.643 1.028 0.0242 0.0193 0.0001
H 1.728 4.139 -5.673 0.0369 0.0510 -0.0007
H -1.215 5.089 -3.705 0.0491 0.0130 0.0125
H -3.300 4.586 -2.406 0.0009 0.0051 -0.0021
H -3.064 3.486 -0.169 0.0319 0.0122 0.0269
H -0.781 2.928 0.642 -0.0213 -0.0784 -0.0412
N 1.987 -1.622 -2.529 0.1290 -0.1297 0.0554
C 1.933 -2.697 -1.548 -0.0450 0.0200 0.0304
C 2.755 -2.367 -0.315 -0.0279 -0.0111 -0.0431
N 2.339 -1.130 0.323 -0.0250 -0.2376 0.0746
C 2.922 -0.982 1.640 -0.0542 0.1367 0.0503
C 2.424 0.269 2.344 0.0162 -0.0556 0.0090
N 2.990 1.477 1.740 -0.0526 -0.1112 -0.0391
H 2.957 -1.324 -2.671 0.0073 0.0211 -0.1320
H 1.647 -1.951 -3.423 -0.0151 0.0655 -0.0433
H 0.886 -2.847 -1.253 -0.0104 -0.0340 0.0188
H 2.298 -3.664 -1.931 -0.0049 0.0166 0.0099
H 2.682 -3.228 0.379 0.0160 0.0024 -0.0003
H 3.806 -2.257 -0.604 0.0072 -0.0354 0.0359
H 1.324 -1.089 0.411 -0.0934 0.1380 -0.0163
H 2.700 -1.854 2.285 0.0332 -0.0095 -0.0031
H 4.012 -0.930 1.527 -0.0290 -0.0811 0.0347
H 1.334 0.316 2.236 0.0358 0.0010 0.0093
H 2.666 0.172 3.415 -0.0282 0.0044 -0.0061
H 2.658 2.299 2.228 0.0091 0.0761 -0.1022
H 4.002 1.464 1.793 0.0269 0.0473 -0.0050
N -5.481 -2.613 -3.436 -0.0150 0.0042 0.0051
C -4.498 -2.018 -3.378 -0.3885 -0.2246 0.0034
C -3.273 -1.291 -3.324 0.8120 0.4730 0.0005
C -2.238 -1.586 -4.217 -0.3047 -0.1327 0.0959
C -1.068 -0.855 -4.127 0.0983 0.0514 -0.0225
N -0.869 0.109 -3.234 -0.0680 0.0582 0.0946
C -1.851 0.379 -2.377 0.3187 0.1244 0.0360
C -3.068 -0.283 -2.386 -0.3480 -0.2454 -0.0715
H -2.361 -2.369 -4.952 0.0506 0.0175 -0.0284
H -0.245 -1.047 -4.807 -0.0245 -0.0115 -0.0045
H -1.643 1.140 -1.633 -0.0604 -0.0539 0.0409
H -3.839 -0.031 -1.671 0.1009 0.0170 -0.0231
N -0.790 0.437 0.995 0.0921 0.0904 -0.2383
P -1.652 -0.488 1.811 -0.4548 -0.8651 0.5780
N -1.723 -2.218 1.544 0.0620 0.5337 -0.1691
C -2.076 -2.485 0.149 -0.1071 -0.1982 0.0227
C -2.434 -3.958 -0.029 0.1390 0.0649 -0.0011
C -1.251 -4.833 0.387 -0.1448 0.0118 0.1092
C -0.810 -4.468 1.805 0.0574 0.0728 -0.1076
C -0.526 -2.969 1.903 -0.0036 -0.1894 0.0352
N -3.371 -0.218 1.771 0.2640 0.2679 -0.2924
C -3.788 1.066 1.214 -0.0676 0.0118 -0.0417
C -5.165 0.964 0.568 0.0032 -0.0118 0.1735
C -6.215 0.572 1.617 0.0254 -0.0337 -0.0595
C -5.651 -0.479 2.598 0.0113 -0.0133 -0.0964
C -4.433 -1.176 1.995 0.0171 0.0482 0.1144
N -1.311 -0.551 3.510 0.2690 0.2615 -0.2895
C -1.025 0.774 4.055 0.0931 -0.0167 0.0778
C -0.594 0.659 5.511 -0.1349 -0.0282 -0.0210
C -1.763 0.140 6.373 0.0106 -0.0177 -0.0532
C -2.708 -0.735 5.533 0.0852 -0.0131 0.0054
C -1.915 -1.473 4.457 -0.1406 -0.0056 -0.0267
H -1.245 -2.222 -0.526 -0.0016 0.0138 0.0233
H -2.915 -1.846 -0.133 0.0223 -0.0286 0.0360
H -2.718 -4.151 -1.068 0.0054 -0.0061 0.0165
H -3.297 -4.187 0.606 -0.0370 -0.0024 -0.0307
H -0.419 -4.660 -0.302 0.0337 -0.0145 -0.0212
H -1.513 -5.894 0.324 0.0289 0.0013 -0.0191
H 0.085 -5.033 2.085 -0.0117 0.0036 0.0133
H -1.608 -4.723 2.510 0.0117 -0.0102 0.0371
H 0.315 -2.732 1.232 -0.0100 0.0277 0.0258
H -0.219 -2.700 2.914 0.0101 0.0211 -0.0350
H -3.022 1.385 0.502 -0.0023 -0.0047 0.0512
H -3.840 1.847 1.994 0.0381 -0.0043 -0.0385
H -5.140 0.215 -0.228 -0.0710 0.0104 0.0469
H -5.434 1.917 0.104 0.0296 -0.0064 -0.0423
H -7.109 0.189 1.117 -0.0086 0.0076 0.0268
H -6.517 1.466 2.170 -0.0322 -0.0046 -0.0097
H -6.415 -1.218 2.853 -0.0053 0.0180 0.0246
H -5.340 0.007 3.526 0.0075 -0.0232 0.0254
H -4.753 -1.674 1.061 0.0288 -0.0664 0.0332
H -4.068 -1.964 2.649 -0.0710 -0.0133 -0.0195
H -1.906 1.440 4.004 0.0195 -0.0058 -0.0421
H -0.254 1.231 3.434 -0.0458 0.0240 0.0307
H -0.253 1.630 5.877 0.0415 -0.0182 0.0042
H 0.252 -0.031 5.566 0.0271 0.0179 -0.0021
H -2.321 0.981 6.793 0.0151 -0.0014 0.0249
H -1.374 -0.439 7.216 -0.0149 0.0214 0.0176
H -3.458 -0.111 5.040 -0.0324 -0.0225 -0.0120
H -3.239 -1.450 6.168 -0.0355 0.0200 -0.0036
H -2.550 -2.177 3.919 0.0848 -0.0232 0.0446
H -1.133 -2.069 4.960 -0.0416 -0.0508 -0.0123
```
Forces are in eV/Å.

Results
Total charge ... -2
Multiplicity ... 1
Kohn-Sham gap ... 5.304 eV


What is the multiplicity in the first record?
1